Here is a 2-piece molecular cluster, C5H11NO2 overall from OMol25. Energies are from ωB97M-V/def2-TZVPD.

```
19
Properties=species:S:1:pos:R:3:forces:R:3:mulliken_charge:R:1
C 2.3362 -0.4744 -2.9143 -0.201 0.375 0.039 -0.98
C 2.0398 -0.8570 -1.4864 0.499 -0.407 -0.127 0.57
N 0.9525 -0.2913 -0.8859 0.042 0.414 0.547 -0.31
O 2.7535 -1.6517 -0.9030 -0.149 0.147 0.118 -0.61
H 1.4382 -0.2996 -3.5065 -0.030 -0.206 -0.025 0.34
H 2.9726 -1.2431 -3.3381 -0.069 0.004 -0.145 0.30
H 2.8790 0.4744 -2.9117 0.094 -0.063 0.050 0.26
H 1.0267 -0.2582 0.1245 -0.111 -0.284 -0.176 0.22
H 0.5370 0.5454 -1.2591 -0.078 0.008 -0.282 0.22
C -1.4514 -0.5372 2.3380 -0.306 0.793 0.353 -1.10
C -2.3129 0.5173 1.6183 0.304 0.107 0.353 -0.25
C -1.4181 1.5094 0.9354 -0.421 -0.343 -0.019 -0.04
O -1.3546 1.6112 -0.2601 0.245 0.227 -0.369 -0.49
H -0.8765 -1.0945 1.6078 -0.047 -0.446 0.115 0.30
H -2.0963 -1.1332 2.9781 0.052 -0.512 -0.333 0.32
H -0.7675 -0.0633 3.0462 0.170 0.125 -0.186 0.33
H -2.9630 0.0636 0.8750 -0.041 -0.010 -0.033 0.27
H -2.9171 1.0527 2.3562 -0.047 -0.011 -0.020 0.30
H -0.7781 2.1297 1.5856 0.094 0.084 0.139 0.37
```
Forces are in eV/Å.

Summary:
* SMILES: CC(N)=O.CCC=O
* 2S+1: 1
* relative energy (zero: lowest compared OMol25 entry of this formula, charge and spin): 63.6 kJ/mol
* gap between HOMO and LUMO: 10.36 eV
* highest occupied orbital energy: -9.6 eV
* total charge: 0
* E: -10948.6081 eV



Here is one molecule with the formula C5H11NO2 from OMol25. Energies are from ωB97M-V/def2-TZVPD.

```
19
Properties=species:S:1:pos:R:3:forces:R:3:mulliken_charge:R:1
C -2.3392 -0.4231 0.0060 -0.235 0.050 -0.543 -1.08
C -1.4973 0.5317 -0.8515 0.362 -0.102 -0.199 -0.34
N -0.1177 0.0769 -1.0129 0.281 -0.561 0.018 -0.43
C 0.6574 -0.0968 0.2047 -0.373 0.431 0.147 0.74
C 1.1036 1.2102 0.9047 -0.125 0.483 -0.759 -1.30
C 1.8786 -0.9312 -0.1136 -0.424 -0.392 0.452 0.09
O 2.7125 -0.6662 -0.9287 0.233 0.167 -0.255 -0.56
O 1.9442 -2.0297 0.6765 0.133 0.187 0.036 -0.46
H -2.7976 0.0784 0.8496 0.198 -0.014 0.375 0.27
H -1.7412 -1.2787 0.3136 -0.189 -0.006 0.159 0.38
H -3.1779 -0.8019 -0.5840 0.146 -0.094 0.020 0.32
H -1.9099 0.5298 -1.8587 -0.026 0.286 -0.030 0.40
H -1.5324 1.5541 -0.4649 -0.207 0.122 0.095 0.25
H 0.4075 0.6324 -1.6730 -0.103 0.083 -0.126 0.25
H 0.0193 -0.6451 0.8913 0.206 -0.176 0.073 0.16
H 0.5861 2.0581 0.4382 -0.068 -0.175 0.082 0.29
H 0.8363 1.2316 1.9531 0.272 -0.091 0.266 0.31
H 2.1629 1.4156 0.7299 -0.045 -0.131 0.323 0.37
H 2.8048 -2.4458 0.5198 -0.035 -0.068 -0.136 0.34
```
Forces are in eV/Å.

Summary:
* SMILES: CCN[C@H](C)C(=O)O
* 2S+1: 1
* relative energy (zero: lowest compared OMol25 entry of this formula, charge and spin): 71.5 kJ/mol
* gap between HOMO and LUMO: 9.73 eV
* highest occupied orbital energy: -8.9 eV
* total charge: 0
* E: -10948.5264 eV



Here is one molecule with the formula C5H11NO2 at a distorted geometry from OMol25. Energies are from ωB97M-V/def2-TZVPD.

```
19
Properties=species:S:1:pos:R:3:forces:R:3:mulliken_charge:R:1
O 0.7518 0.6120 -1.5710 0.043 -0.519 0.152 -0.52
C 0.6634 1.6185 -0.8180 0.490 0.088 -2.316 0.35
O 1.5472 2.4467 -0.5254 -0.144 0.317 0.603 -0.55
C 0.3805 0.9206 0.8125 -0.786 -1.373 0.987 -0.51
C -1.0050 0.3737 0.9551 -0.533 -0.196 -0.221 -0.67
C -1.4628 -0.7480 0.0084 0.558 -0.022 0.138 -0.66
C -0.4216 -1.8654 -0.1644 -0.823 0.713 1.107 -0.60
N -0.0887 -2.4313 1.1403 0.375 -0.298 0.246 -0.51
H -0.4268 1.9145 -0.8727 -0.060 0.501 0.800 0.33
H 0.5559 1.7542 1.4422 0.273 0.740 0.274 0.34
H 1.1715 0.1821 0.8237 0.115 0.147 -0.130 0.38
H -1.1035 -0.0371 1.9698 0.658 0.102 0.062 0.38
H -1.7001 1.2124 0.9563 -0.190 -0.010 -0.186 0.40
H -1.6260 -0.3513 -0.9892 -0.377 0.114 -0.074 0.29
H -2.3790 -1.1734 0.4304 -0.096 0.151 -0.274 0.43
H 0.4568 -1.3605 -0.5395 0.272 -0.469 -0.560 0.43
H -0.8685 -2.5810 -0.8480 0.388 -0.191 -0.442 0.31
H 0.7635 -2.9887 1.0887 -0.404 0.080 0.069 0.20
H -0.8317 -3.0113 1.5282 0.243 0.123 -0.238 0.20
```
Forces are in eV/Å.

Summary:
* 2S+1: 1
* relative energy (zero: lowest compared OMol25 entry of this formula, charge and spin): 489.7 kJ/mol
* gap between HOMO and LUMO: 7.45 eV
* highest occupied orbital energy: -9.6 eV
* total charge: 0
* E: -10944.1917 eV



Here is one molecule with the formula C5H11NO2 at a distorted geometry from OMol25. Energies are from ωB97M-V/def2-TZVPD.

```
19
Properties=species:S:1:pos:R:3:forces:R:3:mulliken_charge:R:1
C 0.6083 1.5197 -1.9112 2.194 1.815 1.205 -1.06
C 1.5058 0.6096 -1.0103 -0.831 0.885 0.836 -0.38
N 0.7347 -0.4746 -0.3847 -0.917 0.188 -1.041 -0.36
C -0.4314 -0.2323 0.5520 2.837 -0.435 0.671 0.56
C 0.0518 -0.4554 2.0646 2.391 -2.123 -1.497 -1.23
C -1.5381 -1.3154 0.4857 -3.387 2.942 -0.759 0.28
O -1.5928 -2.4759 0.6691 1.431 -1.379 -0.153 -0.53
O -2.7845 -0.6189 0.3703 0.025 -0.835 -0.789 -0.51
H 0.3258 1.0662 -2.8258 -0.169 -0.645 -0.793 0.29
H 1.1381 2.5050 -2.1319 -0.341 -1.318 0.018 0.32
H -0.2683 1.8709 -1.4103 -0.724 -0.113 0.476 0.34
H 2.2124 0.0801 -1.6651 0.052 0.396 0.290 0.33
H 2.0996 1.1658 -0.1750 -0.850 -0.306 -1.622 0.23
H 1.4539 -1.1798 -0.3027 -1.131 -0.743 1.265 0.24
H -0.7753 0.8338 0.3333 0.065 -1.852 0.413 0.20
H 1.1941 -0.3610 2.1125 -1.426 -0.187 -0.439 0.30
H -0.2253 0.2823 2.7580 -1.280 0.558 1.044 0.33
H -0.1501 -1.5800 2.3022 0.172 2.341 0.193 0.31
H -3.5585 -1.2402 0.1693 1.890 0.812 0.682 0.34
```
Forces are in eV/Å.

Summary:
* SMILES: CCN[C@H](C)C(=O)O
* 2S+1: 1
* relative energy (zero: lowest compared OMol25 entry of this formula, charge and spin): 214.5 kJ/mol
* gap between HOMO and LUMO: 9.44 eV
* highest occupied orbital energy: -8.6 eV
* total charge: 0
* E: -10947.0439 eV



Here is a 2-piece molecular cluster, C5H11NO2 overall at a distorted geometry from OMol25. Energies are from ωB97M-V/def2-TZVPD.

```
19
Properties=species:S:1:pos:R:3:forces:R:3:mulliken_charge:R:1
C 0.1936 0.8748 -2.0819 -0.662 0.212 -0.709 -1.12
C 0.3730 0.1388 -0.9881 0.199 -1.404 -0.652 0.65
N 1.2575 -0.9704 -1.0716 0.212 0.483 0.157 -0.58
C -0.4855 0.0756 0.2272 -0.439 0.226 0.613 -0.62
C -1.1036 -1.3457 0.4346 0.274 1.396 -0.525 -0.72
C -0.5455 -2.0662 1.6263 -0.308 -0.184 0.140 0.06
O 0.4012 -1.7067 2.2790 -0.027 -0.076 -0.260 -0.47
H 0.6140 0.5538 -3.0350 0.529 0.238 0.348 0.27
H -0.5680 1.6314 -2.2216 -0.078 -0.017 0.512 0.29
H 1.9597 -0.8283 -1.7838 -0.001 -0.122 0.000 0.25
H 1.7064 -1.2089 -0.1967 -0.079 0.039 0.091 0.22
H -1.3109 0.7815 0.1507 0.098 0.148 -0.145 0.29
H 0.0650 0.3553 1.1265 0.134 -0.047 0.005 0.45
H -0.9414 -1.8885 -0.5018 -0.108 -0.428 0.342 0.35
H -2.1844 -1.2093 0.5493 0.087 -0.388 0.165 0.35
H -1.1194 -2.9667 1.9273 0.149 -0.048 -0.039 0.35
O 0.3169 3.2595 1.4463 -0.645 -0.015 0.609 -0.66
H 0.1339 3.0353 0.5323 0.525 0.059 -0.169 0.32
H 1.2376 3.4845 1.5809 0.140 -0.071 -0.482 0.32
```
Forces are in eV/Å.

Summary:
* SMILES: C=C(N)CCC=O.O
* 2S+1: 1
* relative energy (zero: lowest compared OMol25 entry of this formula, charge and spin): 175.5 kJ/mol
* gap between HOMO and LUMO: 9.39 eV
* highest occupied orbital energy: -8.5 eV
* total charge: 0
* E: -10947.4482 eV



Here is one molecule with the formula C5H11NO2S3 at a distorted geometry from OMol25. Energies are from ωB97M-V/def2-TZVPD.

```
22
Properties=species:S:1:pos:R:3:forces:R:3:mulliken_charge:R:1
C 0.0237 2.9535 0.3828 -1.113 0.201 -0.350 -0.79
C -1.7745 -1.2193 0.6296 -2.122 -1.499 -0.141 -0.72
C 1.8178 -2.1797 0.8474 -1.747 0.320 0.054 -0.75
C 1.8326 1.1295 -1.5055 -1.573 -0.522 -0.566 -1.05
C 0.4677 0.2183 0.6398 0.140 0.506 1.584 -0.02
N 2.8482 0.8672 -0.7292 0.145 -0.948 -1.670 0.95
O 3.6932 1.7046 -0.4542 0.999 0.984 1.248 -0.70
O 2.9742 -0.3708 -0.2928 0.503 0.284 -0.190 -0.53
S -0.1503 1.6725 1.6203 0.799 -1.617 -1.134 -0.05
S -0.5857 -0.5768 -0.5749 0.156 0.634 1.527 -0.03
S 1.8168 -0.4576 1.3565 -1.288 0.250 -0.420 0.15
H -0.7621 3.6585 0.6762 0.415 0.311 -0.158 0.39
H -0.2543 2.5904 -0.6163 0.043 -0.056 0.422 0.22
H 1.0068 3.3980 0.3484 0.242 0.108 0.159 0.27
H -1.8458 -0.6774 1.5781 0.413 0.441 -0.458 0.26
H -1.5304 -2.3111 0.9695 -0.722 1.778 -1.101 0.23
H -2.8345 -1.0505 0.1308 2.074 -1.010 1.040 0.31
H 1.2440 -1.9983 -0.0608 0.175 -0.923 -0.286 0.26
H 1.2068 -2.8363 1.5066 0.848 0.535 -0.164 0.31
H 2.8124 -2.4792 0.5988 0.508 -0.340 0.179 0.40
H 1.7476 2.1704 -1.7859 0.036 -0.222 -0.178 0.47
H 1.1842 0.3402 -1.9521 1.068 0.785 0.603 0.43
```
Forces are in eV/Å.

Summary:
* 2S+1: 1
* relative energy (zero: lowest compared OMol25 entry of this formula, charge and spin): 0.0 kJ/mol
* gap between HOMO and LUMO: 8.23 eV
* highest occupied orbital energy: -8.5 eV
* total charge: 0
* E: -43447.7326 eV